Entry from OMol25: a structure of composition C3H5KO4 at a distorted geometry (ωB97M-V with the def2-TZVPD basis set).

The energy above the lowest of the compared OMol25 structures with the same formula, charge and spin comes out at 1.2935 eV. The expectation value of S² is 0.7537. As for the spin multiplicity: 2. The calculation puts the HOMO-LUMO gap (spin up / spin down) at 3.88 / 3.87 eV. The molar mass comes out at 144.2 g mol⁻¹. The calculation puts the highest occupied orbital energy (spin up / spin down) at -2.09 / -2.08 eV. The charge is -1.

XYZ file:
```
13
Properties=species:S:1:pos:R:3:forces:R:3:mulliken_charge:R:1
O -0.30282 0.69015 1.03506 0.83 0.04 -0.32 -0.99
K -0.86849 2.94921 1.80569 -0.01 -0.39 -0.12 0.90
O -2.32852 1.04042 1.81763 -1.05 0.50 0.39 -0.96
C -1.42719 0.17070 1.46495 0.22 -0.23 0.15 0.80
O -1.61093 -1.06904 1.56684 0.08 0.03 -0.16 -0.75
C 1.93730 -1.52697 -0.95680 0.21 -1.26 -0.06 -0.71
C 3.03102 -1.05320 -1.84096 0.35 -0.10 -0.33 -0.02
H 2.19889 -1.96781 0.00809 -0.25 0.46 -0.19 0.25
H 1.04668 -1.96181 -1.41756 0.08 0.51 0.18 0.28
H 4.01769 -1.21445 -1.36459 -0.49 0.16 -0.25 0.25
H 2.92014 0.03153 -2.02490 0.11 -0.27 -0.17 0.18
O 3.13670 -1.77160 -3.12391 0.00 0.48 0.73 -0.54
H 2.28777 -1.71363 -3.57276 -0.07 0.06 0.15 0.30
```
Forces are in eV/Å.